[1]
9 unconnected molecules or ions with the total composition C16H48BF4O13, computed with the ωB97M-V functional and the def2-TZVPD basis.

```
! wB97M-V def2-TZVPD RIJCOSX def2/J DEFGRID3
* xyz -1 1
F 18.4128 18.6713 -19.2468
F 20.1110 20.2127 -19.0916
F 20.5869 17.9836 -18.8199
F 19.9255 18.7486 -20.8973
O 22.1200 18.5154 -22.3745
O 18.7976 13.8010 -19.4555
O 18.6087 18.9741 -16.5340
O 15.8491 18.6016 -16.3184
O 24.3786 17.4761 -23.9318
O 23.3919 21.0668 -19.7046
O 17.3831 23.6009 -21.3348
O 17.6235 24.0103 -16.2118
O 13.2988 17.5596 -17.2620
O 19.6686 21.8085 -21.2300
O 21.5135 15.7121 -17.1555
O 17.8683 16.4708 -20.7998
O 23.2555 18.1608 -15.0660
C 23.0555 23.2585 -18.9710
C 19.5734 14.8305 -20.0520
C 23.1031 21.1554 -17.4064
C 17.8719 22.8424 -22.4664
C 19.3576 23.2044 -17.6186
C 18.9471 25.6624 -17.2680
C 18.4854 21.5509 -22.0026
C 15.7067 17.5749 -17.3114
C 23.3649 16.6518 -23.3536
C 21.8764 16.1800 -15.8608
C 22.8350 17.3321 -22.0997
C 18.8863 15.5600 -21.2029
C 18.2772 24.2824 -17.4666
C 23.7003 21.9309 -18.5695
C 22.1552 17.6850 -15.8891
C 14.4283 17.6698 -18.1274
B 19.7949 18.9220 -19.4994
H 17.0579 22.7413 -23.1822
H 23.2808 24.0615 -18.2594
H 20.3977 14.2700 -20.5206
H 17.6805 19.0918 -16.2767
H 17.6277 24.2927 -18.3374
H 12.4651 17.8243 -17.6473
H 19.8503 23.2590 -18.5956
H 24.7890 21.9979 -18.5700
H 20.1530 23.0961 -16.8795
H 23.8432 15.7002 -23.1091
H 22.1569 16.6654 -21.5458
H 18.3188 23.9242 -15.5564
H 23.3048 23.5779 -19.9784
H 21.9694 23.1691 -18.8928
H 18.5893 19.0482 -17.5043
H 23.9902 18.3697 -15.6427
H 22.5372 16.4896 -24.0393
H 21.0493 16.4429 -17.5854
H 18.2513 17.1833 -20.2603
H 19.5529 25.6668 -16.3672
H 18.8361 22.2431 -17.6396
H 23.2821 21.7398 -16.4928
H 16.5689 17.6371 -17.9683
H 18.1913 23.7123 -20.8153
H 18.1406 26.3938 -17.1861
H 23.5208 20.1558 -17.3004
H 19.7099 16.2364 -21.4610
H 14.9576 18.7976 -16.0062
H 22.4113 18.1285 -16.8527
H 19.8513 15.5762 -19.3036
H 22.0222 21.0061 -17.4437
H 19.6067 21.1755 -20.4926
H 21.0857 15.9784 -15.1331
H 15.6807 16.6186 -16.7845
H 14.2863 18.6991 -18.4916
H 22.7831 20.3524 -19.5234
H 21.6400 18.7709 -21.5674
H 18.8244 21.0611 -22.9252
H 19.4675 25.8686 -18.2077
H 25.1244 17.5541 -23.3351
H 18.6328 23.4468 -22.9711
H 21.2939 18.2461 -15.5221
H 14.5052 17.0781 -19.0430
H 17.8492 20.8555 -21.4583
H 23.6339 17.5107 -21.3666
H 19.3234 13.3238 -18.8116
H 22.7416 15.6207 -15.5021
H 18.5733 14.9196 -22.0195
*
```

Calculated values
- Kohn-Sham gap (eV) = 9.648
- M (g mol⁻¹) = 535.35
- LUMO energy (eV) = 2.43
- energy above the lowest of the compared OMol25 structures with the same formula, charge and spin (kJ/mol) = 170.6

=====

[2]
9 unconnected molecules or ions with the total composition C16H48BF4O16, computed with the ωB97M-V functional and the def2-TZVPD basis.

```
! wB97M-V def2-TZVPD RIJCOSX def2/J DEFGRID3
* xyz -1 1
F -0.4480 0.0740 -1.2337
F -1.4901 1.8149 -0.1374
F -1.0883 -0.0972 1.0003
F 0.6508 1.2490 0.4627
O -1.2703 -3.4920 5.0765
O 0.9962 3.9511 0.8213
O 1.4557 3.7936 -3.3150
O -3.7461 -1.8211 -2.1608
O 4.0672 -2.3076 2.5337
O -1.6406 -2.4703 -0.1115
O -0.9961 2.3513 2.8679
O 2.2036 -2.1495 0.0427
O -3.6983 1.1527 2.2242
O -0.0494 -4.7364 -0.9792
O -0.7601 -2.5130 -2.9362
O -0.1443 5.1934 3.1492
O -0.2173 1.0052 -3.9040
O 1.0383 -3.0508 3.3499
O 3.4204 -1.0213 -2.2907
O 3.1288 1.9252 -4.5296
C 2.9327 0.2236 -2.7203
C 0.4046 3.0789 -2.6738
C -0.1270 4.7980 0.7355
C -2.0373 2.1077 3.8084
C -0.5411 2.3521 -3.6428
C -3.8888 -1.6478 -0.7540
C -0.9186 -2.2664 4.4283
C -3.0666 -2.6682 0.0085
C -3.3983 2.2030 3.1244
C 0.3347 -3.4334 -2.9970
C 4.0229 -1.3520 1.4585
C 2.6457 -1.1043 0.9149
C -0.2694 -2.5699 3.0759
C 3.4758 0.6221 -4.0679
C -0.2243 5.8152 1.8674
C 0.0496 -4.7992 -2.3934
B -0.5596 0.7579 -0.0213
H -3.1576 1.2691 1.4331
H -0.2370 -1.6351 4.9932
H -0.8829 -5.2252 -2.7792
H 1.8431 0.2304 -2.8352
H 0.9189 -5.4127 -2.6379
H -2.8795 -2.2288 -2.3125
H 4.5508 0.4665 -4.2368
H 0.6537 6.4659 1.8374
H -3.3473 -2.6669 1.0698
H -2.0978 2.8028 4.6461
H 3.3978 -2.0065 3.1647
H 1.1809 -2.9509 -2.5032
H -3.3724 3.1207 2.5238
H -0.3365 0.4754 -3.1071
H 4.4482 -0.4053 1.8079
H 3.1531 1.0448 -2.0209
H 3.8441 2.2542 -5.0728
H 2.6559 -0.1972 0.3082
H 1.8663 -0.9801 1.6747
H -1.4024 -1.6146 0.3099
H -1.9375 1.1004 4.2290
H -1.8638 -1.7361 4.2794
H -1.6058 -4.0893 4.4046
H 2.0861 3.1708 -3.7178
H -0.0218 5.3991 -0.1788
H 2.9544 -1.2365 -1.4652
H 4.6599 -1.7733 0.6812
H 0.5357 -3.5674 -4.0638
H -0.8863 -3.3164 2.5652
H -1.4777 2.3319 -3.0669
H -0.7592 -4.1102 -0.7440
H -1.1431 6.3669 1.6404
H -4.9177 -1.9278 -0.4901
H -0.3250 4.2523 2.9896
H -4.2080 2.3163 3.8477
H 0.7078 3.0452 0.6544
H -0.6871 2.9412 -4.5448
H 0.9352 2.2857 -2.1325
H -0.9429 1.5780 2.2764
H -3.1533 -3.6980 -0.3444
H 1.3667 -3.5932 2.6285
H -0.6358 -2.0065 -2.1207
H -0.1480 3.7264 -2.0002
H 3.1318 -0.1201 -4.8071
H -3.7241 -0.6186 -0.4299
H 2.2594 -3.0129 0.4613
H -1.0394 4.2007 0.6613
H -0.2071 -1.6836 2.4419
*
```

Calculated values
- Kohn-Sham gap (eV) = 9.038
- M (g mol⁻¹) = 583.35
- LUMO energy (eV) = 2.41
- energy above the lowest of the compared OMol25 structures with the same formula, charge and spin (kJ/mol) = 0.0